P) This record from OMol25 describes the molecule C5H11N3O. The level of theory is wB97M-V/def2-TZVPD.

Output
- HOMO energy (eV) = -7.26
- LUMO level (eV) = 0.442
- Kohn-Sham gap (eV) = 7.7
- SMILES = [H]/N=C(N)/C(C)=C(\N)CO

```
! wB97M-V def2-TZVPD RIJCOSX def2/J DEFGRID3
* xyz 0 1
H 3.301 0.294 -0.116
N 2.363 0.516 0.195
C 1.496 -0.377 -0.135
N 1.853 -1.569 -0.731
C 0.074 -0.232 0.261
C -0.711 -1.504 0.488
C -0.455 0.990 0.638
N 0.300 2.111 0.700
C -1.667 0.993 -0.590
O -2.799 0.219 -0.405
H 2.832 -1.770 -0.849
H 1.224 -2.346 -0.775
H -0.085 -2.264 0.962
H -1.106 -1.919 -0.447
H -1.538 -1.333 1.171
H 1.308 2.000 0.579
H -0.131 3.016 0.627
H -1.337 0.845 -1.620
H -1.903 2.060 -0.489
H -3.022 0.270 0.537
*
```

Q) This record from OMol25 describes a cluster of 2 separate species, C5H11N3O in total. The level of theory is wB97M-V/def2-TZVPD.

Output
- HOMO energy (alpha / beta) (eV) = -7.04 / -7.04
- LUMO level (alpha / beta) (eV) = -0.064 / -0.070
- Kohn-Sham gap (alpha / beta) (eV) = 7.0 / 7.0

```
! wB97M-V def2-TZVPD RIJCOSX def2/J DEFGRID3
* xyz 0 1
C 0.381 -0.685 -0.711
C 1.427 0.366 -0.964
C 0.821 -1.835 0.152
C -1.764 -0.496 0.056
C -1.125 0.776 -0.034
N -0.322 0.557 2.139
N -1.351 1.553 -1.174
N -0.758 1.391 1.080
O -2.063 -1.479 0.598
H -0.128 -0.995 -1.627
H -0.374 1.115 2.981
H 0.653 0.292 2.005
H -2.293 1.486 -1.538
H -1.086 2.511 -0.981
H 1.071 1.143 -1.638
H 2.314 -0.093 -1.419
H 1.751 0.840 -0.033
H 1.308 -2.603 -0.462
H 1.545 -1.515 0.905
H -0.007 -2.329 0.667
*
```

Pick P): it beats the second-best structure by 190.6 kJ/mol.

P) This record from OMol25 describes the molecule C5H11N3O. The level of theory is wB97M-V/def2-TZVPD.

Output
- HOMO energy (eV) = -7.25
- LUMO level (eV) = 0.874
- Kohn-Sham gap (eV) = 8.1
- SMILES = CC1=CN(C)NN1CO

```
! wB97M-V def2-TZVPD RIJCOSX def2/J DEFGRID3
* xyz 0 1
C -1.109 -0.174 2.169
C -0.174 -0.121 0.932
C 1.166 -0.020 0.942
N 1.641 0.262 -0.408
C 1.813 1.656 -0.610
N 0.707 -0.362 -1.263
N -0.639 -0.135 -0.371
C -1.655 -1.019 -0.891
O -1.046 -2.236 -1.216
H -1.679 0.635 1.890
H -0.332 -0.040 3.036
H -1.610 -1.071 2.220
H 1.805 0.071 1.837
H 2.153 1.869 -1.645
H 0.810 2.180 -0.491
H 2.643 2.195 -0.030
H 0.501 0.198 -2.152
H -2.092 -0.550 -1.913
H -2.418 -1.213 -0.054
H -0.484 -2.125 -1.981
*
```

Q) This record from OMol25 describes a structure of composition C5H11N3O. The level of theory is wB97M-V/def2-TZVPD.

Output
- HOMO energy (eV) = -7.25
- LUMO level (eV) = 0.815
- Kohn-Sham gap (eV) = 8.1

```
! wB97M-V def2-TZVPD RIJCOSX def2/J DEFGRID3
* xyz 0 1
C -1.132 -0.993 0.730
N -0.959 -1.923 -0.368
C 0.415 -0.201 1.324
C 0.913 0.089 2.405
H -1.154 -1.466 -1.257
H -1.603 -2.706 -0.303
H -2.014 -0.345 0.651
H -1.267 -1.563 1.648
H 1.028 0.295 3.446
C 1.760 -0.264 -1.193
N 0.973 0.627 -0.322
C -0.341 1.040 -0.858
N -0.808 2.147 -0.186
O -0.739 0.705 -1.957
H 1.521 1.366 0.121
H -1.733 2.423 -0.484
H -0.689 2.167 0.816
H 2.666 -0.552 -0.660
H 1.153 -1.130 -1.453
H 2.010 0.283 -2.101
*
```

R) This record from OMol25 describes the molecule C5H11N3O. The level of theory is wB97M-V/def2-TZVPD.

Output
- HOMO energy (eV) = -8.78
- LUMO level (eV) = 0.879
- Kohn-Sham gap (eV) = 9.7
- SMILES = C=CN[C@@](C)(N)C(N)=O

```
! wB97M-V def2-TZVPD RIJCOSX def2/J DEFGRID3
* xyz 0 1
C -0.347 2.874 0.879
C -0.243 1.888 0.000
N 0.452 0.576 0.272
C -0.209 -0.582 -0.271
C -1.561 -0.911 0.343
N -0.273 -0.590 -1.686
C 0.898 -1.793 0.177
N 2.190 -1.505 -0.090
O 0.530 -2.854 0.621
H -0.065 2.747 1.914
H -0.659 3.864 0.587
H -0.518 2.024 -1.038
H 0.620 0.489 1.267
H -1.817 -1.933 0.072
H -2.328 -0.229 -0.020
H -1.515 -0.857 1.427
H -1.101 -0.154 -2.068
H 0.583 -0.288 -2.131
H 2.458 -0.575 -0.360
H 2.904 -2.190 0.104
*
```

Pick R): it beats the second-best structure by 396.4 kJ/mol.

P) This record from OMol25 describes a cluster of 2 separate species, C4H12NPS in total. The level of theory is wB97M-V/def2-TZVPD.

Output
- HOMO energy (alpha / beta) (eV) = -7.70 / -8.38
- LUMO level (alpha / beta) (eV) = -0.243 / -0.828
- Kohn-Sham gap (alpha / beta) (eV) = 7.5 / 7.5

```
! wB97M-V def2-TZVPD RIJCOSX def2/J DEFGRID3
* xyz 0 1
C 1.224 -1.126 0.658
C -0.629 -1.887 -0.969
C 0.838 1.885 -1.563
C -0.721 1.231 1.865
N -0.200 -1.115 0.306
P -0.991 0.431 0.267
S -2.952 0.211 -0.214
H 1.497 -0.710 1.597
H 1.563 -2.184 0.507
H 1.893 -0.585 -0.113
H -1.689 -1.500 -1.108
H 0.008 -1.632 -1.843
H -0.568 -3.038 -0.801
H 0.265 2.719 -1.916
H 1.694 2.265 -1.079
H 0.963 0.940 -2.249
H -0.285 0.523 2.565
H -0.196 2.202 1.695
H -1.715 1.371 2.396
*
```

Q) This record from OMol25 describes the molecule C4H12NPS. The level of theory is wB97M-V/def2-TZVPD.

Output
- HOMO energy (eV) = -8.39
- LUMO level (eV) = 0.711
- Kohn-Sham gap (eV) = 9.1
- SMILES = CCP(N)(=S)CC

```
! wB97M-V def2-TZVPD RIJCOSX def2/J DEFGRID3
* xyz 0 1
C -1.952 -1.485 -0.074
C -1.252 -0.463 0.726
P 0.410 -0.458 0.024
N 0.044 0.008 -1.575
S 1.148 -2.356 0.176
C 1.332 1.008 0.593
C 2.580 1.109 -0.246
H -2.772 -1.266 -0.900
H -1.131 -2.081 -0.350
H -2.580 -2.220 0.514
H -1.135 -0.706 1.857
H -1.692 0.616 0.801
H 0.497 -0.404 -2.385
H -0.239 0.985 -1.509
H 0.549 1.764 0.506
H 1.542 0.877 1.728
H 3.064 0.210 0.033
H 2.617 1.152 -1.386
H 3.235 1.957 -0.046
*
```

Pick Q): it beats the second-best structure by 276.1 kJ/mol.

P) This record from OMol25 describes a cluster of 2 separate species, C2H6S in total. The level of theory is wB97M-V/def2-TZVPD.

Output
- HOMO energy (eV) = -9.86
- LUMO level (eV) = 0.905
- Kohn-Sham gap (eV) = 10.8
- SMILES = C=C.S

```
! wB97M-V def2-TZVPD RIJCOSX def2/J DEFGRID3
* xyz 0 1
C -1.534 -2.011 -0.225
C -0.733 -1.739 0.786
H -2.350 -2.715 -0.180
H -1.395 -1.503 -1.170
H -0.844 -2.213 1.752
H 0.085 -1.029 0.738
S 0.966 1.735 -0.301
H 0.800 1.375 0.979
H 2.242 2.050 -0.040
*
```

Q) This record from OMol25 describes a cluster of 2 separate species, C2H6S in total. The level of theory is wB97M-V/def2-TZVPD.

Output
- HOMO energy (eV) = -9.66
- LUMO level (eV) = 0.882
- Kohn-Sham gap (eV) = 10.5
- SMILES = C=C.S

```
! wB97M-V def2-TZVPD RIJCOSX def2/J DEFGRID3
* xyz 0 1
C -0.796 -1.442 -0.302
C -1.417 -1.942 0.768
H 0.213 -1.112 -0.102
H -1.291 -1.197 -1.233
H -1.057 -1.716 1.763
H -2.439 -2.281 0.689
S 0.913 1.489 -0.217
H 1.638 2.297 0.527
H 1.858 1.167 -1.094
*
```

R) This record from OMol25 describes a cluster of 2 separate species, C2H6S in total. The level of theory is wB97M-V/def2-TZVPD.

Output
- HOMO energy (eV) = -9.01
- LUMO level (eV) = -0.382
- Kohn-Sham gap (eV) = 8.6

```
! wB97M-V def2-TZVPD RIJCOSX def2/J DEFGRID3
* xyz 0 1
C -0.943 -0.075 -0.537
C 0.261 0.358 0.299
S 1.867 -0.187 -0.350
H -0.873 0.023 -1.624
H -1.148 -1.152 -0.449
H -1.813 0.492 -0.195
H -0.017 0.096 1.317
H 0.420 1.438 0.248
H 2.246 -0.992 1.291
*
```

S) This record from OMol25 describes a cluster of 2 separate species, C2H6S in total. The level of theory is wB97M-V/def2-TZVPD.

Output
- HOMO energy (eV) = -9.15
- LUMO level (eV) = -0.514
- Kohn-Sham gap (eV) = 8.6

```
! wB97M-V def2-TZVPD RIJCOSX def2/J DEFGRID3
* xyz 0 1
C -0.190 -0.403 -1.021
C 0.140 0.393 0.280
S 0.796 -0.716 1.554
H -0.592 0.156 -1.860
H -0.945 -1.152 -0.760
H 0.732 -0.925 -1.338
H 0.783 1.204 -0.056
H -0.807 0.748 0.670
H 0.082 0.693 2.530
*
```

Pick P): it beats the second-best structure by 32.2 kJ/mol.

P) This record from OMol25 describes the molecule C25H29N3O4S. The level of theory is wB97M-V/def2-TZVPD.

Output
- HOMO energy (eV) = -7.57
- LUMO level (eV) = 0.512
- Kohn-Sham gap (eV) = 8.1
- SMILES = COc1ccccc1C(=O)NCCn1cc(SCC(=O)NC[C@@H]2CCCO2)c2ccccc21

```
! wB97M-V def2-TZVPD RIJCOSX def2/J DEFGRID3
* xyz 0 1
C -5.416 -1.934 -0.133
O -4.040 -1.633 -0.139
C -3.584 -0.607 -0.932
C -4.443 0.225 -1.638
C -3.949 1.254 -2.423
C -2.587 1.459 -2.525
C -1.726 0.630 -1.834
C -2.195 -0.403 -1.027
C -1.144 -1.160 -0.292
O 0.031 -1.113 -0.618
N -1.551 -1.886 0.781
C -0.611 -2.347 1.766
C -0.456 -1.313 2.903
N -0.057 -0.036 2.385
C 1.235 0.336 2.143
C 1.271 1.544 1.507
S 2.773 2.407 1.184
C 2.578 2.948 -0.551
C 2.188 1.798 -1.467
O 1.176 1.831 -2.136
N 3.061 0.784 -1.459
C 2.891 -0.435 -2.210
C 3.662 -1.561 -1.516
C 3.136 -1.863 -0.098
C 4.261 -1.383 0.821
C 5.478 -1.519 -0.093
O 5.024 -1.158 -1.379
C -0.082 1.959 1.315
C -0.696 3.070 0.742
C -2.070 3.131 0.721
C -2.850 2.116 1.276
C -2.272 1.011 1.860
C -0.884 0.927 1.867
H -5.782 -2.165 -1.137
H -5.518 -2.817 0.497
H -6.006 -1.117 0.295
H -5.510 0.086 -1.578
H -4.644 1.891 -2.951
H -2.190 2.256 -3.132
H -0.660 0.784 -1.900
H -2.527 -1.867 1.026
H 0.349 -2.477 1.260
H -0.940 -3.304 2.178
H 0.300 -1.662 3.612
H -1.407 -1.198 3.431
H 2.052 -0.274 2.475
H 3.554 3.351 -0.826
H 1.830 3.736 -0.608
H 3.924 0.856 -0.940
H 1.826 -0.674 -2.249
H 3.274 -0.308 -3.230
H 3.613 -2.456 -2.151
H 2.195 -1.347 0.071
H 2.978 -2.935 0.020
H 4.359 -1.981 1.725
H 4.117 -0.339 1.102
H 6.306 -0.856 0.166
H 5.841 -2.558 -0.098
H -0.112 3.876 0.329
H -2.560 3.983 0.273
H -3.926 2.201 1.247
H -2.885 0.236 2.296
*
```

Q) This record from OMol25 describes the molecule C25H29N3O4S. The level of theory is wB97M-V/def2-TZVPD.

Output
- HOMO energy (eV) = -8.49
- LUMO level (eV) = 0.260
- Kohn-Sham gap (eV) = 8.7
- SMILES = CCOCCCNC(=O)[C@H](c1ccc(OC)cc1)N(Cc1cccs1)C(=O)c1ccccn1

```
! wB97M-V def2-TZVPD RIJCOSX def2/J DEFGRID3
* xyz 0 1
C 4.457 -0.672 -2.973
C 4.135 0.786 -2.649
O 4.679 1.221 -1.421
C 4.090 0.684 -0.254
C 3.656 1.816 0.681
C 2.455 2.577 0.121
N 1.287 1.728 0.086
C 0.624 1.431 -1.033
O 0.859 1.895 -2.134
C -0.459 0.340 -0.858
C -1.576 0.649 0.106
C -1.740 1.901 0.688
C -2.778 2.135 1.564
C -3.687 1.125 1.879
O -4.648 1.450 2.786
C -5.597 0.473 3.138
C -3.556 -0.114 1.262
C -2.514 -0.337 0.381
N 0.225 -0.921 -0.591
C 0.742 -1.573 -1.791
C -0.367 -2.069 -2.654
C -0.677 -1.694 -3.925
C -1.818 -2.355 -4.434
C -2.364 -3.213 -3.538
S -1.494 -3.244 -2.054
C 0.482 -1.508 0.597
O 1.121 -2.546 0.685
C -0.061 -0.916 1.867
C -0.858 -1.725 2.673
C -1.285 -1.231 3.892
C -0.880 0.038 4.281
C -0.057 0.750 3.428
N 0.344 0.287 2.255
H 4.057 -0.927 -3.950
H 5.535 -0.820 -2.982
H 4.025 -1.342 -2.233
H 3.049 0.951 -2.668
H 4.593 1.440 -3.396
H 4.828 0.049 0.255
H 3.221 0.064 -0.499
H 3.401 1.396 1.656
H 4.492 2.505 0.800
H 2.661 2.910 -0.899
H 2.247 3.454 0.745
H 1.024 1.252 0.958
H -0.915 0.224 -1.854
H -1.054 2.699 0.455
H -2.906 3.101 2.027
H -6.192 0.158 2.275
H -6.250 0.947 3.870
H -5.122 -0.404 3.591
H -4.255 -0.912 1.457
H -2.425 -1.305 -0.091
H 1.349 -0.862 -2.359
H 1.370 -2.402 -1.449
H -0.108 -0.969 -4.479
H -2.212 -2.191 -5.421
H -3.229 -3.837 -3.650
H -1.129 -2.712 2.335
H -1.915 -1.828 4.535
H -1.188 0.459 5.225
H 0.306 1.737 3.684
*
```

Pick P): it beats the second-best structure by 123.2 kJ/mol.